The following is a DFT calculation (wB97M-V/def2-TZVPD) of 2 unconnected molecules or ions with the total composition C5H14.

Last columns: bonded neighbours and bond lengths (Å).
Cartesian coordinates (Å):
1 C 0.639 -0.382 1.841  C3 1.521, C4 1.527, H8 1.089, H13 1.085
2 C -1.709 0.175 -2.271  C5 1.503, H6 1.093, H11 1.093, H12 1.083
3 C -0.086 0.799 2.467  C1 1.521, H9 1.092, H10 1.094, H18 1.087
4 C 1.903 0.025 1.087  C1 1.527, H14 1.093, H15 1.093, H17 1.090
5 C -0.565 -0.671 -2.754  C2 1.503, H7 1.099, H16 1.092, H19 1.092
6 H -2.498 -0.484 -1.901  C2 1.093
7 H -0.355 -1.436 -1.993  C5 1.099
8 H 0.934 -1.126 2.579  C1 1.089
9 H 0.614 1.516 2.900  C3 1.092
10 H -0.781 0.491 3.253  C3 1.094
11 H -2.240 0.889 -2.906  C2 1.093
12 H -1.429 0.757 -1.402  C2 1.083
13 H -0.042 -0.872 1.154  C1 1.085
14 H 2.266 -0.835 0.518  C4 1.093
15 H 2.682 0.427 1.740  C4 1.093
16 H -0.703 -1.319 -3.623  C5 1.092
17 H 1.665 0.825 0.386  C4 1.090
18 H -0.680 1.358 1.749  C3 1.087
19 H 0.385 -0.138 -2.824  C5 1.092

For the HOMO energy, the calculation gives -11.42 eV. The gap between HOMO and LUMO comes out at 12.51 eV. The SMILES is CCC.CC. The value obtained for the energy above the lowest of the compared OMol25 structures with the same formula, charge and spin is 0.266 eV.